1.
{
  "formula": "C3H2AgNaO3",
  "method": "ωB97M-V with the def2-TZVPD basis set",
  "orbital_gap_ev": 6.049,
  "e_lumo_ev": -0.71,
  "species": ["O", "O", "C", "C", "O", "C", "Na", "H", "H", "Ag"],
  "xyz": [[1.26621, -0.58570, -1.54069], [-0.40883, 0.91139, -0.09553], [-1.50051, 1.85513, 0.62235], [-0.02545, -0.30566, 0.48729], [-1.93105, 1.38564, 1.66580], [0.95320, -0.95275, -0.23415], [0.50190, 1.46751, -2.04306], [1.03072, -1.62030, -1.75167], [1.69291, -1.55378, 0.31265], [-1.57910, -0.60148, 2.57702]],
  "forces_ev_per_angstrom": [[-0.203, -4.188, -2.092], [-0.474, -1.195, 0.225], [-0.401, -0.539, 1.244], [0.832, 0.437, 0.014], [0.271, 1.166, -1.611], [-1.708, 1.000, 4.382], [-0.245, -0.172, 0.502], [1.144, 3.935, -0.835], [-0.479, -0.272, -0.608], [1.264, -0.170, -1.220]]
}


2.
{
  "formula": "C3H2Br2",
  "method": "ωB97M-V with the def2-TZVPD basis set",
  "orbital_gap_ev": [8.253, 6.312],
  "e_lumo_ev": [-2.05, -2.91],
  "species": ["C", "C", "C", "Br", "Br", "H", "H"],
  "xyz": [[-1.57366, 0.53118, -0.62305], [-0.56878, -0.09207, -0.25039], [0.58012, -0.54202, 0.35077], [2.18786, 1.89381, -0.07881], [1.31674, -2.31909, 0.11668], [-2.55256, 0.75905, -0.91716], [0.61028, -0.23085, 1.40196]],
  "forces_ev_per_angstrom": [[2.492, -2.171, 0.877], [-2.032, 1.574, -1.329], [0.439, -0.417, 1.301], [-0.438, -0.890, 0.099], [-0.474, 1.517, -0.190], [-0.621, 0.518, -0.288], [0.632, -0.131, -0.470]]
}


3.
{
  "formula": "C3H2Br2",
  "method": "ωB97M-V with the def2-TZVPD basis set",
  "orbital_gap_ev": [7.117, 7.119],
  "e_lumo_ev": [-1.41, -1.41],
  "species": ["C", "C", "C", "Br", "Br", "H", "H"],
  "xyz": [[-1.02621, 1.08363, 0.33387], [1.26181, -0.72743, -0.24251], [0.22393, 0.12699, 0.53801], [-2.11220, 0.58213, -1.07512], [0.72130, -1.08553, -1.92850], [0.88169, 0.72382, 1.28852], [0.04968, -0.70361, 1.08574]],
  "forces_ev_per_angstrom": [[1.551, -1.294, -0.020], [-0.803, 1.553, 0.876], [2.158, 4.089, -0.999], [-0.188, -0.053, -0.036], [-0.074, -0.445, -1.311], [-0.931, -0.917, -1.139], [-1.712, -2.933, 2.629]]
}


4.
{
  "formula": "C3H2Br2O",
  "method": "ωB97M-V with the def2-TZVPD basis set",
  "orbital_gap_ev": 10.228,
  "smiles": "C#CC(O)(Br)Br",
  "e_lumo_ev": -0.10,
  "species": ["C", "C", "C", "O", "Br", "Br", "H", "H"],
  "xyz": [[-0.96430, -0.10289, 1.30912], [0.12907, -0.00821, 0.83588], [1.55612, 0.12773, -0.17735], [1.01343, 0.17440, -1.37073], [2.60480, 1.60636, 0.24293], [2.46317, -1.72663, 0.15479], [-1.63327, -0.23263, 2.10637], [0.33326, -0.59230, -1.56897]],
  "forces_ev_per_angstrom": [[0.361, -0.078, 0.716], [4.243, 0.612, -2.257], [-4.560, -2.777, 3.515], [-1.228, -1.346, -2.943], [0.342, 0.199, -0.002], [-0.230, 1.336, -0.178], [-0.998, -0.062, 0.120], [2.070, 2.118, 1.028]]
}


5.
{
  "formula": "C3H2Br2P2",
  "method": "ωB97M-V with the def2-TZVPD basis set",
  "orbital_gap_ev": [6.513, 6.593],
  "smiles": "C#P=C(Br)[PH]#CBr",
  "e_lumo_ev": [-1.35, -1.28],
  "species": ["C", "P", "C", "Br", "P", "C", "Br", "H", "H"],
  "xyz": [[-1.54118, 0.04930, -0.68188], [-2.22069, -0.03090, 0.81613], [-0.64721, 0.11950, 1.69520], [-0.61108, -0.86008, 3.35641], [0.88147, 0.48938, 0.92499], [1.00325, 0.16458, -0.76867], [1.94086, 1.06641, -2.04898], [-1.57975, -0.21884, -1.80201], [1.97958, -0.09250, 1.87095]],
  "forces_ev_per_angstrom": [[2.072, -0.408, -2.282], [1.330, 0.076, -0.562], [0.962, -0.259, -0.202], [0.083, 0.340, -0.128], [-0.151, -1.451, 1.127], [-2.647, -0.456, 1.601], [0.276, 0.247, -0.253], [-0.318, 0.798, 2.245], [-1.607, 1.113, -1.545]]
}


6.
{
  "formula": "C3H2Br2S2",
  "method": "ωB97M-V with the def2-TZVPD basis set",
  "orbital_gap_ev": 7.342,
  "smiles": "C#CSBr.S=CBr",
  "e_lumo_ev": -1.33,
  "species": ["C", "C", "S", "Br", "H", "S", "C", "Br", "H"],
  "xyz": [[0.28035, -1.08748, 0.71377], [-0.88622, -0.96440, 0.40765], [-2.54587, -1.18297, 0.35084], [-3.81238, -0.99959, -1.45794], [1.21381, -1.15454, 1.10653], [1.37066, 1.48319, 1.33765], [1.47394, 1.23253, -0.25339], [1.61241, 2.48808, -1.59824], [1.29331, 0.18518, -0.60687]],
  "forces_ev_per_angstrom": [[-3.310, -0.456, -0.663], [0.536, -0.593, -1.020], [-0.775, -0.224, 1.472], [0.845, 0.240, -0.357], [2.067, -0.163, 0.691], [0.618, 0.864, -0.770], [-0.653, -1.225, 1.293], [0.150, 0.319, -0.358], [0.522, 1.239, -0.287]]
}


7.
{
  "formula": "C3H2BrF3",
  "method": "ωB97M-V with the def2-TZVPD basis set",
  "orbital_gap_ev": [9.030, 9.030],
  "e_lumo_ev": [-0.34, -0.34],
  "species": ["C", "C", "C", "F", "F", "F", "Br", "H", "H"],
  "xyz": [[0.25517, -0.92320, 0.00085], [1.47283, -0.46034, 0.17962], [-1.40180, 0.74281, -0.00126], [-0.11998, -2.14062, -0.36028], [2.63199, -1.22767, 0.24804], [-0.98498, 1.35180, -1.04915], [1.94201, 1.36485, 0.23320], [-2.13925, -0.02419, -0.23096], [-1.65600, 1.31656, 0.97994]],
  "forces_ev_per_angstrom": [[-2.229, 2.844, 0.195], [1.671, -0.677, 0.103], [0.558, -3.711, 2.139], [0.235, 0.101, 0.514], [-1.490, 0.521, -0.343], [0.231, 1.783, -1.048], [-0.221, -0.296, 0.282], [-0.083, 0.210, -0.005], [1.329, -0.775, -1.837]]
}


8.
{
  "formula": "C3H2BrNOS",
  "method": "ωB97M-V with the def2-TZVPD basis set",
  "orbital_gap_ev": 7.817,
  "smiles": "Oc1ncsc1Br",
  "e_lumo_ev": 0.21,
  "species": ["O", "C", "N", "C", "S", "C", "Br", "H", "H"],
  "xyz": [[-0.30773, 2.04782, -0.15639], [-0.26340, 0.74525, -0.21829], [-0.42588, -0.12392, -1.13302], [-0.18754, -1.38476, -0.86735], [0.35341, -1.78916, 0.72250], [0.46230, -0.21302, 1.24873], [0.75651, 0.40864, 2.95735], [-0.01387, 2.47070, -0.97607], [-0.37381, -2.16156, -1.57746]],
  "forces_ev_per_angstrom": [[-0.142, 0.765, -0.230], [2.692, -3.616, 5.305], [-0.487, 0.855, -1.065], [0.390, -0.881, 1.052], [-0.302, 0.905, -0.834], [-2.119, 2.440, -4.128], [0.014, -0.032, 0.111], [-0.061, -0.147, -0.077], [0.014, -0.291, -0.133]]
}


9.
{
  "formula": "C3H2CaFLiO3",
  "method": "ωB97M-V with the def2-TZVPD basis set",
  "orbital_gap_ev": [5.330, 9.574],
  "s_squared": 0.750,
  "spin_multiplicity": 2,
  "e_lumo_ev": [-3.86, -3.86],
  "total_charge": 1,
  "species": ["O", "C", "C", "O", "O", "C", "Li", "F", "H", "H", "Ca"],
  "xyz": [[0.83545, -1.69865, -0.64311], [1.40556, -0.88167, 0.04514], [-0.56918, 0.76118, -0.03250], [0.44977, 0.29505, 0.66920], [2.55372, -0.52103, 0.25190], [-1.85764, 0.40861, 0.05178], [-0.97245, -2.13221, -0.92537], [-0.14802, 1.55069, -1.02737], [-2.57848, 0.82642, -0.64945], [-2.17851, -0.20341, 0.89378], [3.05978, 1.59501, 1.36600]],
  "forces_ev_per_angstrom": [[-0.619, -0.225, 0.736], [0.230, 2.278, -1.086], [-0.108, -1.287, -0.741], [0.728, -0.477, 0.519], [-0.443, -0.385, 0.710], [0.166, -0.137, -0.009], [0.312, 0.373, 0.070], [-0.069, 0.301, -0.009], [0.163, -0.024, 0.365], [0.035, 0.224, -0.210], [-0.395, -0.642, -0.345]]
}


10.
{
  "formula": "C3H2Cl2",
  "method": "ωB97M-V with the def2-TZVPD basis set",
  "orbital_gap_ev": 11.572,
  "smiles": "C#CC(Cl)Cl",
  "e_lumo_ev": 0.84,
  "species": ["C", "C", "C", "Cl", "Cl", "H", "H"],
  "xyz": [[1.75260, 0.19915, -0.04300], [0.55968, 0.18494, -0.08188], [-0.91275, -0.01960, 0.06848], [-1.82385, 0.49057, -1.34278], [-1.17824, -1.73509, 0.53937], [2.78281, 0.29311, -0.03817], [-1.18026, 0.58693, 0.89800]],
  "forces_ev_per_angstrom": [[-0.937, 0.231, -0.149], [-1.334, -0.600, -0.002], [2.092, -0.316, -0.151], [-0.103, -0.124, -0.081], [-0.229, 0.419, -0.243], [1.258, 0.043, 0.004], [-0.747, 0.346, 0.621]]
}


11.
{
  "formula": "C3H2Cl2",
  "method": "ωB97M-V with the def2-TZVPD basis set",
  "orbital_gap_ev": 7.595,
  "e_lumo_ev": -1.09,
  "species": ["C", "C", "C", "Cl", "Cl", "H", "H"],
  "xyz": [[0.43120, -0.94441, 0.94859], [-0.05557, 1.16466, -0.24546], [-0.13955, -0.33464, -0.29546], [1.93079, -0.40824, 1.38159], [-1.56061, 1.88703, -0.21963], [0.53197, -0.60810, -1.11647], [-1.13823, -0.75631, -0.45316]],
  "forces_ev_per_angstrom": [[-0.701, -0.696, 0.152], [0.838, -0.118, 0.050], [-0.661, 0.564, -0.013], [0.729, 0.417, 0.012], [-0.481, -0.063, -0.054], [0.145, -0.111, -0.073], [0.131, 0.007, -0.074]]
}


12.
{
  "formula": "C3H2Cl2ErO4Ti",
  "method": "ωB97M-V with the def2-TZVPD basis set",
  "orbital_gap_ev": [7.400, 7.802],
  "s_squared": 6.012,
  "spin_multiplicity": 5,
  "e_lumo_ev": [-16.72, -16.36],
  "total_charge": 4,
  "species": ["Er", "Ti", "Cl", "Cl", "C", "C", "C", "O", "O", "O", "O", "H", "H"],
  "xyz": [[1.92625, 0.52567, -3.13947], [-1.82022, -0.63291, 2.85246], [3.88348, -0.05077, -1.91401], [-3.11569, -1.43269, 1.28278], [-2.94005, 0.44284, 3.89016], [3.36137, 1.29068, -4.83531], [0.64535, 1.46056, -4.87509], [-3.60997, 1.02208, 4.67695], [3.96924, 1.70978, -5.73407], [0.10314, 1.93946, -5.78620], [-1.00892, -1.83765, 4.30842], [-0.32828, -1.60674, 4.97449], [-1.06569, -2.83030, 4.29888]],
  "forces_ev_per_angstrom": [[1.652, -1.597, 2.619], [2.436, -4.632, -3.729], [-1.013, 0.345, -0.615], [1.092, 0.908, 1.580], [-8.217, 7.129, 8.522], [4.342, 2.720, -5.926], [-4.350, 3.618, -6.730], [4.437, -3.803, -5.318], [-3.177, -2.316, 4.951], [2.914, -2.614, 4.950], [0.057, -0.235, -0.654], [-0.108, -0.052, 0.201], [-0.065, 0.530, 0.148]]
}